# 1
96
Properties=species:S:1:pos:R:3 method="wB97M-V/def2-TZVPD" e_above_lowest_ev=5.5886 smiles="CCOCCCOC(=O)C(F)(F)F.CC(C)O.CC(C)O.CC(C)O.CC(C)O.CC(C)O.CC(C)O" orbital_gap_ev=8.78 total_charge=0 mol_weight_g_mol=560.7 fmax_ev_per_a=9.09 lumo_ev=-0.46 total_energy_ev=-53455.667
C 0.19 -0.88 -2.37
C -0.02 0.28 -3.55
O -0.82 1.44 -3.06
C -2.26 1.09 -3.24
C -3.25 1.69 -2.08
C -4.13 0.57 -1.26
O -5.20 -0.07 -2.09
C -4.69 -1.32 -2.68
O -4.17 -2.35 -2.00
C -4.73 -1.42 -4.35
F -3.39 -1.85 -4.89
F -5.72 -2.42 -4.82
F -5.11 -0.07 -4.85
H -0.01 -1.95 -2.83
H -0.57 -0.72 -1.49
H 1.29 -0.85 -1.98
H 1.06 0.72 -3.79
H -0.43 -0.17 -4.56
H -2.61 1.57 -4.27
H -2.29 -0.08 -3.37
H -2.63 2.31 -1.27
H -4.02 2.47 -2.55
H -4.72 1.18 -0.42
H -3.48 -0.22 -0.67
C 5.34 -2.07 -0.78
C 3.88 -2.39 -0.50
C 3.74 -3.67 0.31
O 3.18 -2.53 -1.74
H 5.81 -2.87 -1.37
H 5.43 -1.16 -1.38
H 5.90 -1.94 0.15
H 3.42 -1.56 0.04
H 4.15 -4.53 -0.24
H 2.68 -3.89 0.49
H 4.25 -3.59 1.27
H 3.59 -3.27 -2.22
C -4.99 -0.99 2.95
C -4.56 0.46 2.81
C -5.11 1.31 3.95
O -5.02 0.98 1.57
H -6.08 -1.08 2.91
H -4.59 -1.59 2.12
H -4.64 -1.42 3.89
H -3.46 0.52 2.81
H -6.21 1.30 3.94
H -4.80 2.36 3.83
H -4.76 0.95 4.92
H -5.99 0.93 1.56
C 1.31 -7.75 -1.82
C 1.92 -6.36 -1.93
C 0.84 -5.30 -2.01
O 2.74 -6.29 -3.09
H 0.70 -7.99 -2.70
H 2.10 -8.51 -1.78
H 0.69 -7.85 -0.93
H 2.56 -6.17 -1.07
H 0.21 -5.44 -2.90
H 1.29 -4.30 -2.10
H 0.20 -5.31 -1.12
H 2.18 -6.46 -3.87
C -0.42 2.23 4.79
C -0.60 0.81 4.29
C 0.73 0.08 4.22
O -1.19 0.83 3.00
H 0.22 2.81 4.12
H -1.39 2.75 4.83
H 0.02 2.25 5.79
H -1.28 0.27 4.96
H 1.42 0.58 3.53
H 0.60 -0.94 3.85
H 1.21 0.03 5.21
H -0.59 1.31 2.40
C 1.78 6.33 7.32
C 0.49 6.05 6.56
C -0.67 6.82 7.16
O 0.21 4.66 6.61
H 1.69 6.01 8.37
H 2.61 5.75 6.89
H 2.04 7.39 7.30
H 0.62 6.33 5.51
H -0.85 6.53 8.20
H -1.60 6.61 6.61
H -0.49 7.90 7.13
H 0.09 4.40 7.54
C 4.28 2.57 -7.13
C 3.77 2.04 -5.80
C 4.65 0.92 -5.28
O 2.44 1.56 -5.97
H 4.28 1.78 -7.89
H 3.63 3.37 -7.51
H 5.30 2.97 -7.03
H 3.73 2.86 -5.07
H 4.67 0.08 -5.97
H 4.26 0.54 -4.32
H 5.68 1.27 -5.12
H 2.46 0.83 -6.62


# 2
91
Properties=species:S:1:pos:R:3 method="wB97M-V/def2-TZVPD" spin_multiplicity=2 e_above_lowest_ev=1.4575 orbital_gap_ev="2.91 / 6.29" total_charge=-1 s2=0.753 mol_weight_g_mol=623.7 fmax_ev_per_a=4.28 lumo_ev="2.30 / 2.30" total_energy_ev=-61866.386
C 1.22 1.35 1.19
N 0.25 0.33 1.65
O -0.63 0.55 2.49
O 0.36 -0.76 1.07
H 1.34 1.16 0.13
H 2.14 1.19 1.76
H 0.71 2.32 1.23
C 4.83 1.18 -3.72
N 3.98 1.62 -2.65
O 3.50 0.77 -1.83
O 4.00 2.82 -2.44
H 4.42 1.39 -4.70
H 4.92 0.10 -3.66
H 5.79 1.70 -3.66
C 1.71 6.51 1.58
N 2.11 5.13 1.26
O 2.09 4.70 0.12
O 2.26 4.30 2.15
H 0.82 6.53 2.20
H 1.70 7.06 0.64
H 2.48 6.94 2.23
O -2.89 -2.49 1.45
C -3.33 -1.70 0.66
O -3.98 -2.06 -0.44
C -4.08 -3.43 -0.87
C -5.19 -3.59 -1.95
C -3.34 -0.22 0.78
H -4.43 -4.01 -0.02
H -3.06 -3.71 -1.12
H -4.71 -3.40 -2.91
H -6.07 -2.95 -1.92
H -5.60 -4.59 -1.76
H -2.41 -0.07 0.23
H -3.14 0.23 1.76
H -4.19 0.22 0.26
O 1.19 -1.05 6.10
C 1.39 -0.13 5.28
O 2.22 -0.24 4.20
C 2.74 -1.49 3.89
C 3.55 -1.34 2.61
C 0.85 1.22 5.34
H 2.02 -2.17 3.44
H 3.15 -2.06 4.72
H 3.08 -0.67 1.89
H 3.78 -2.26 2.07
H 4.48 -0.92 3.01
H 0.36 1.57 6.25
H 0.17 1.35 4.51
H 1.68 1.90 5.13
O -0.66 -5.84 -2.09
C -0.60 -6.50 -1.07
O -0.38 -6.03 0.15
C -0.13 -4.64 0.49
C 1.41 -4.31 0.44
C -0.78 -7.96 -1.07
H -0.48 -4.52 1.52
H -0.63 -3.93 -0.17
H 1.89 -4.71 -0.46
H 1.78 -4.93 1.25
H 1.73 -3.33 0.80
H -0.94 -8.22 -2.12
H -1.67 -8.25 -0.51
H 0.13 -8.45 -0.69
O -0.81 4.41 1.11
C -1.58 4.27 0.16
O -1.81 5.22 -0.82
C -0.97 6.35 -0.91
C -1.14 7.48 0.17
C -2.59 3.17 0.04
H -0.96 6.63 -1.96
H 0.01 6.04 -0.56
H -2.10 7.99 0.03
H -0.37 8.25 0.13
H -0.99 7.15 1.19
H -2.91 2.87 1.04
H -2.18 2.26 -0.41
H -3.40 3.43 -0.63
O -0.47 0.89 -3.05
C -1.07 -0.15 -3.24
O -0.64 -1.41 -2.88
C 0.70 -1.58 -2.36
C 1.79 -1.66 -3.46
C -2.55 -0.08 -3.73
H 0.57 -2.57 -1.92
H 1.09 -0.96 -1.55
H 2.02 -0.61 -3.63
H 1.39 -2.14 -4.35
H 2.69 -2.10 -3.04
H -2.58 0.04 -4.81
H -3.15 0.64 -3.18
H -2.93 -1.07 -3.49


# 3
10
Properties=species:S:1:pos:R:3 method="wB97M-V/def2-TZVPD" spin_multiplicity=2 orbital_gap_ev="6.40 / 4.85" total_charge=-1 s2=0.755 mol_weight_g_mol=1233.6 fmax_ev_per_a=2.30 lumo_ev="0.61 / -0.92" total_energy_ev=-72373.983
Sn 4.21 -0.67 0.41
Sn -1.66 1.23 2.72
Ag -2.50 1.25 -2.40
I 3.46 -2.13 -2.37
I 5.09 -2.93 1.70
I 2.11 1.85 2.37
I -2.44 -1.26 -3.45
I -4.88 0.63 0.04
I -1.84 2.89 0.28
I -1.55 -0.87 0.69


Please write out number 1 again, unchanged.
96
Properties=species:S:1:pos:R:3 method="wB97M-V/def2-TZVPD" e_above_lowest_ev=5.5886 smiles="CCOCCCOC(=O)C(F)(F)F.CC(C)O.CC(C)O.CC(C)O.CC(C)O.CC(C)O.CC(C)O" orbital_gap_ev=8.78 total_charge=0 mol_weight_g_mol=560.7 fmax_ev_per_a=9.09 lumo_ev=-0.46 total_energy_ev=-53455.667
C 0.19 -0.88 -2.37
C -0.02 0.28 -3.55
O -0.82 1.44 -3.06
C -2.26 1.09 -3.24
C -3.25 1.69 -2.08
C -4.13 0.57 -1.26
O -5.20 -0.07 -2.09
C -4.69 -1.32 -2.68
O -4.17 -2.35 -2.00
C -4.73 -1.42 -4.35
F -3.39 -1.85 -4.89
F -5.72 -2.42 -4.82
F -5.11 -0.07 -4.85
H -0.01 -1.95 -2.83
H -0.57 -0.72 -1.49
H 1.29 -0.85 -1.98
H 1.06 0.72 -3.79
H -0.43 -0.17 -4.56
H -2.61 1.57 -4.27
H -2.29 -0.08 -3.37
H -2.63 2.31 -1.27
H -4.02 2.47 -2.55
H -4.72 1.18 -0.42
H -3.48 -0.22 -0.67
C 5.34 -2.07 -0.78
C 3.88 -2.39 -0.50
C 3.74 -3.67 0.31
O 3.18 -2.53 -1.74
H 5.81 -2.87 -1.37
H 5.43 -1.16 -1.38
H 5.90 -1.94 0.15
H 3.42 -1.56 0.04
H 4.15 -4.53 -0.24
H 2.68 -3.89 0.49
H 4.25 -3.59 1.27
H 3.59 -3.27 -2.22
C -4.99 -0.99 2.95
C -4.56 0.46 2.81
C -5.11 1.31 3.95
O -5.02 0.98 1.57
H -6.08 -1.08 2.91
H -4.59 -1.59 2.12
H -4.64 -1.42 3.89
H -3.46 0.52 2.81
H -6.21 1.30 3.94
H -4.80 2.36 3.83
H -4.76 0.95 4.92
H -5.99 0.93 1.56
C 1.31 -7.75 -1.82
C 1.92 -6.36 -1.93
C 0.84 -5.30 -2.01
O 2.74 -6.29 -3.09
H 0.70 -7.99 -2.70
H 2.10 -8.51 -1.78
H 0.69 -7.85 -0.93
H 2.56 -6.17 -1.07
H 0.21 -5.44 -2.90
H 1.29 -4.30 -2.10
H 0.20 -5.31 -1.12
H 2.18 -6.46 -3.87
C -0.42 2.23 4.79
C -0.60 0.81 4.29
C 0.73 0.08 4.22
O -1.19 0.83 3.00
H 0.22 2.81 4.12
H -1.39 2.75 4.83
H 0.02 2.25 5.79
H -1.28 0.27 4.96
H 1.42 0.58 3.53
H 0.60 -0.94 3.85
H 1.21 0.03 5.21
H -0.59 1.31 2.40
C 1.78 6.33 7.32
C 0.49 6.05 6.56
C -0.67 6.82 7.16
O 0.21 4.66 6.61
H 1.69 6.01 8.37
H 2.61 5.75 6.89
H 2.04 7.39 7.30
H 0.62 6.33 5.51
H -0.85 6.53 8.20
H -1.60 6.61 6.61
H -0.49 7.90 7.13
H 0.09 4.40 7.54
C 4.28 2.57 -7.13
C 3.77 2.04 -5.80
C 4.65 0.92 -5.28
O 2.44 1.56 -5.97
H 4.28 1.78 -7.89
H 3.63 3.37 -7.51
H 5.30 2.97 -7.03
H 3.73 2.86 -5.07
H 4.67 0.08 -5.97
H 4.26 0.54 -4.32
H 5.68 1.27 -5.12
H 2.46 0.83 -6.62